No. 1
ORCA calculation (ωB97M-V with the def2-TZVPD basis set) on a molecular structure, C44H49IN2O4P3Y.

```
104
Properties=species:S:1:pos:R:3:forces:R:3
Y -1.2041 -0.4579 0.0324 -1.853 0.150 0.292
C 0.4459 2.8386 0.5918 -0.059 -0.095 -0.058
P -0.5339 2.6176 -0.9812 0.362 0.315 -0.106
C -1.2259 4.3019 -1.2740 -0.201 -0.130 0.098
C -1.5352 5.1807 -0.2389 0.054 -0.046 0.039
C -2.0728 6.4328 -0.5081 -0.044 0.088 0.006
C -2.3292 6.8198 -1.8140 -0.002 -0.003 -0.010
C -2.0612 5.9363 -2.8531 -0.010 0.007 -0.012
C -1.5226 4.6899 -2.5835 0.033 -0.033 0.056
C 0.8588 2.7480 -2.1811 -0.084 0.053 -0.008
C 1.0334 1.7390 -3.1178 -0.119 -0.026 0.020
C 2.0574 1.8173 -4.0539 0.105 -0.006 -0.085
C 2.9166 2.9034 -4.0565 -0.018 -0.037 -0.020
C 2.7447 3.9232 -3.1261 -0.009 0.058 0.013
C 1.7195 3.8468 -2.1992 0.055 -0.025 -0.017
C 1.3025 1.6066 0.6386 0.051 0.001 -0.069
C 2.6484 1.3871 0.8300 -0.022 0.106 0.085
C 2.8816 0.0103 0.5492 0.023 -0.131 -0.042
C 1.6680 -0.5287 0.1756 0.302 -0.065 0.198
C 1.2916 -1.8863 -0.3463 -0.336 0.482 -0.373
P 0.9996 -1.7896 -2.2181 0.749 -0.360 -0.416
C 0.4666 -3.5059 -2.6615 -0.043 0.074 -0.125
C -0.4443 -4.2538 -1.9220 0.066 0.007 0.096
C -0.9060 -5.4811 -2.3854 -0.029 -0.096 0.011
C -0.4842 -5.9753 -3.6098 -0.002 -0.003 -0.025
C 0.4252 -5.2381 -4.3613 0.018 -0.030 -0.047
C 0.8971 -4.0267 -3.8865 -0.068 -0.015 0.122
C 2.9715 -2.4367 -2.3753 -0.010 -0.086 -0.005
C 3.5094 -3.7159 -2.1882 0.055 0.063 -0.007
C 4.8689 -3.9741 -2.3173 0.015 -0.071 0.033
C 5.7489 -2.9440 -2.6279 0.042 -0.002 -0.002
C 5.2494 -1.6595 -2.7930 0.068 0.026 -0.001
C 3.8845 -1.4228 -2.6666 -0.060 -0.031 -0.020
N 0.7041 0.4427 0.2441 1.662 0.783 0.199
H -0.2541 2.8928 1.4311 -0.006 0.010 -0.011
H 1.0423 3.7522 0.5629 0.012 0.001 0.018
H -1.3566 4.8846 0.7878 0.015 0.015 -0.016
H -2.2955 7.1117 0.3073 0.004 -0.031 0.015
H -2.7417 7.7998 -2.0235 -0.009 -0.007 0.007
H -2.2737 6.2211 -3.8769 0.004 -0.006 0.001
H -1.3139 4.0023 -3.3951 0.008 0.023 -0.030
H 0.3724 0.8816 -3.1102 0.003 -0.077 0.020
H 2.1842 1.0177 -4.7736 -0.005 -0.033 0.045
H 3.7242 2.9574 -4.7780 -0.017 0.004 -0.004
H 3.4080 4.7812 -3.1319 0.004 -0.014 0.023
H 1.5802 4.6556 -1.4901 -0.006 -0.009 0.013
H 3.3862 2.1154 1.1363 -0.027 0.041 -0.044
H 3.8290 -0.5078 0.5842 -0.021 -0.022 -0.040
H 0.3692 -2.2535 0.1271 0.283 -0.319 0.142
H 2.0776 -2.6053 -0.1437 -0.079 -0.104 0.085
H -0.8125 -3.8736 -0.9748 -0.021 0.007 -0.038
H -1.6147 -6.0515 -1.7932 0.001 0.040 0.025
H -0.8677 -6.9175 -3.9853 0.015 -0.010 0.025
H 0.7614 -5.6099 -5.3237 -0.004 0.009 0.008
H 1.6069 -3.4516 -4.4705 0.009 -0.014 -0.026
H 2.8467 -4.5418 -1.9385 0.001 -0.019 -0.013
H 5.2497 -4.9820 -2.1728 -0.016 0.006 -0.006
H 6.8104 -3.1431 -2.7329 -0.004 0.016 0.002
H 5.9285 -0.8423 -3.0196 -0.022 0.007 0.008
H 3.5032 -0.4125 -2.7874 -0.003 0.060 -0.043
C 0.5182 -5.6036 1.9248 -0.090 0.121 -0.028
C -0.5003 -4.7598 2.6862 0.299 -0.324 0.249
C -1.4754 -5.6644 3.4458 -0.009 0.179 -0.126
C 0.2157 -3.8277 3.6666 -0.182 0.115 -0.277
O -1.1975 -4.0350 1.6643 -0.290 0.326 0.094
P -2.0689 -2.6868 1.9587 -0.169 -0.875 0.036
O -3.0162 -2.8744 3.0756 0.053 -0.056 -0.074
O -1.1134 -1.5222 1.9596 0.087 -0.378 0.193
O -2.7701 -2.5701 0.4812 0.274 0.089 0.663
C -4.0287 -3.2173 0.1371 -0.500 -0.132 -0.347
C -4.0712 -4.6602 0.6391 0.240 0.189 0.086
C -4.0956 -3.1965 -1.3834 0.169 0.059 0.077
C -5.1759 -2.4021 0.7326 0.270 0.088 0.056
H 1.0814 -6.2373 2.6130 0.003 -0.005 0.001
H 1.2098 -4.9544 1.3856 0.010 -0.022 -0.004
H 0.0033 -6.2323 1.1961 0.027 -0.016 -0.003
H -0.9423 -6.2110 4.2273 0.009 -0.016 -0.019
H -1.9352 -6.3830 2.7637 -0.017 0.025 -0.001
H -2.2538 -5.0523 3.9002 -0.042 -0.028 0.007
H 0.7772 -4.4203 4.3903 0.009 -0.003 0.014
H -0.5148 -3.2107 4.1917 0.048 0.002 0.091
H 0.8958 -3.1631 3.1312 0.005 -0.015 0.021
H -3.2176 -5.2190 0.2514 -0.018 -0.014 0.007
H -4.9927 -5.1303 0.2927 -0.020 0.025 -0.022
H -4.0439 -4.6764 1.7280 -0.021 -0.098 0.025
H -3.2805 -3.7743 -1.8226 -0.004 -0.013 0.017
H -4.0128 -2.1760 -1.7551 -0.061 -0.029 -0.025
H -5.0486 -3.6162 -1.7112 -0.014 -0.006 -0.005
H -5.0478 -2.3293 1.8122 -0.067 -0.011 0.023
H -6.1348 -2.8729 0.5052 0.023 -0.041 -0.032
H -5.1679 -1.3924 0.3179 -0.002 -0.010 0.008
I -3.1782 1.2365 1.2566 -0.897 0.763 0.402
N -0.8592 -1.2208 -1.8863 0.083 -0.438 -0.909
C -1.7613 -1.0308 -2.8720 -0.109 -0.011 -0.156
C -1.7286 -1.6592 -4.1521 0.096 0.031 0.172
C -2.7921 -1.5814 -5.0303 -0.099 0.053 -0.077
C -3.9280 -0.8302 -4.7432 -0.053 -0.054 -0.048
C -3.9407 -0.1017 -3.5571 -0.042 0.152 0.060
C -2.8892 -0.1711 -2.6662 0.240 -0.029 -0.089
H -0.8632 -2.2401 -4.4219 0.034 -0.151 -0.008
H -2.7429 -2.1313 -5.9661 0.045 0.010 0.002
H -4.7718 -0.8069 -5.4226 0.028 0.040 -0.018
H -4.7859 0.5400 -3.3271 0.004 -0.009 0.037
H -2.9204 0.4485 -1.7696 -0.163 0.025 -0.058
```
Positions in Å, forces in eV/Å.

Calculated values
Charge: -2
HOMO-LUMO gap (eV): 5.1238
M (g mol⁻¹): 978.62

Löwdin population analysis, charges in e, atoms 1 to 8: Y 0.93; C -0.29; P 1.02; C -0.37; C -0.10; C -0.11; C -0.12; C -0.10

No. 2
ORCA calculation (ωB97M-V with the def2-TZVPD basis set) on a single C4H8NO2S molecule.

```
16
Properties=species:S:1:pos:R:3:forces:R:3
O -3.1922 -0.8291 1.2342 -0.129 -0.264 -0.083
C -2.2608 -0.7461 0.4700 0.134 0.529 0.966
N -1.1420 -0.0088 0.7380 0.456 -0.251 -0.918
C -0.0288 0.0777 -0.2211 -0.348 0.101 1.357
C 0.4806 1.5165 -0.1738 -0.544 0.574 -0.219
S 1.7785 1.9633 -1.3109 0.113 -0.041 0.103
C 1.0844 -0.9189 0.1175 1.400 0.722 -1.701
O 1.7970 -1.3105 -1.0761 -0.458 -0.296 0.300
H -2.2219 -1.2496 -0.4963 -0.074 -0.061 -0.416
H -0.9690 0.2839 1.6858 -0.282 0.065 0.107
H -0.4430 -0.0887 -1.2056 0.025 -0.373 -0.290
H 0.7528 1.8410 0.8348 0.337 -0.267 0.097
H -0.3486 2.2077 -0.3828 -0.009 -0.145 -0.193
H 2.1165 -0.5120 -1.5113 0.014 0.090 0.025
H 0.7691 -1.8414 0.5743 -0.358 -0.093 0.265
H 1.8273 -0.3850 0.7233 -0.276 -0.290 0.603
```
Positions in Å, forces in eV/Å.

Calculated values
HOMO-LUMO gap (spin up / spin down) (eV): 10.4531 / 6.9276
M (g mol⁻¹): 134.18
2S+1: 2
Expectation value of S²: 0.753

Löwdin population analysis, charges in e, atoms 1 to 8: O 0.03; C -0.35; N 0.05; C -0.38; C -0.60; S 0.73; C -0.20; O -0.10

No. 3
ORCA calculation (ωB97M-V with the def2-TZVPD basis set) on 10 unconnected molecules or ions with the total composition C4H26NO11S.

```
43
Properties=species:S:1:pos:R:3:forces:R:3
O -0.1385 -0.9909 -3.4450 -0.369 -0.567 0.376
C -0.3569 0.0293 -2.8063 1.017 2.129 -1.361
N 0.1777 0.3965 -1.6300 0.531 -0.635 1.827
C 0.1909 1.6642 -0.8402 0.079 1.979 -1.599
C -1.1811 2.3103 -0.7657 -0.157 1.371 1.579
S -1.1779 3.9137 0.2008 0.323 -0.247 -0.135
C 0.9409 1.5447 0.5038 -1.388 0.437 -0.658
O 2.3220 1.8366 0.4125 0.200 -0.734 -0.242
H -0.8180 0.8677 -3.3890 -0.267 -0.203 0.873
H 0.6050 -0.3231 -1.0518 -0.110 -0.404 -0.778
H 0.7881 2.4386 -1.3565 0.036 -0.508 -0.309
H -1.8146 1.7191 -0.1339 -0.178 -0.486 -0.683
H -1.6236 2.5960 -1.7264 0.229 -0.714 0.024
H 2.4444 2.7882 0.4365 -0.175 0.125 -0.003
H 0.7344 0.5298 0.8107 0.653 -0.461 0.509
H 0.4939 2.2542 1.2127 -0.226 -0.360 -0.295
H 0.4960 -0.8462 3.6580 -0.011 -0.111 0.079
H 1.0600 0.0862 2.6085 -0.150 0.043 0.107
O 0.2266 -0.1597 3.0386 0.892 0.143 0.528
H -0.9118 -0.9053 2.1620 -0.577 -0.059 -0.335
H -1.9470 -0.9649 0.9902 -0.100 0.306 0.265
O -1.5900 -1.4720 1.7311 0.077 -0.287 -0.262
H -3.5945 0.7936 -0.7911 0.139 -0.297 -0.122
H -3.2798 0.8833 0.6703 0.229 -0.332 0.404
O -3.2922 0.2412 -0.0596 -0.756 0.077 -0.083
H -2.0811 -2.9560 -0.0569 0.092 0.162 0.034
H -1.7444 -3.9805 0.9656 0.240 0.106 0.005
O -1.5420 -3.7452 0.0525 -0.467 -0.468 -0.083
H -2.1628 1.5275 3.1300 0.075 -0.110 -0.490
H -1.7200 2.3432 1.8865 -0.126 0.183 -0.216
O -2.0790 1.4687 2.1650 -0.127 0.312 0.472
H 3.3463 0.3943 0.8656 0.922 0.896 0.948
H 3.5290 -0.9690 0.8822 0.892 -0.743 0.695
O 3.9111 -0.2252 1.3902 -1.681 -0.279 -1.525
H 0.5571 -2.1751 0.6450 0.184 0.270 0.864
H 0.8497 -3.4200 0.1311 0.534 -0.375 0.351
O 1.2363 -2.8490 0.8272 -0.686 0.033 -0.562
H -0.5117 -2.7511 -1.9831 0.274 -0.083 0.331
H 0.8764 -2.5231 -2.4446 -0.004 0.071 -0.147
O 0.4003 -2.8133 -1.6575 -0.349 -0.314 -0.506
H 3.0163 -3.1904 -0.6561 0.568 0.036 -0.190
H 2.3512 -2.0892 -1.2567 0.184 0.376 -0.279
O 3.2136 -2.5192 -1.3333 -0.468 -0.279 0.591
```
Positions in Å, forces in eV/Å.

Calculated values
Charge: -1
HOMO-LUMO gap (eV): 6.7395
M (g mol⁻¹): 296.31

Löwdin population analysis, charges in e, atoms 1 to 8: O -0.03; C -0.34; N 0.10; C -0.34; C -0.63; S 0.25; C -0.24; O -0.07

No. 4
ORCA calculation (ωB97M-V with the def2-TZVPD basis set) on a single C5H6O molecule.

```
12
Properties=species:S:1:pos:R:3:forces:R:3
C -1.2189 0.8826 0.2053 -0.078 0.055 0.082
C -0.4804 -0.4371 0.0038 0.047 -0.078 0.062
O 0.3153 -0.2207 -1.1934 0.231 0.126 0.065
C 0.5775 -0.8010 0.9987 -0.026 -0.088 0.073
C 1.8628 -0.6158 0.5495 -0.301 -0.038 -0.113
C 1.5643 -0.1913 -0.7637 0.009 0.053 -0.208
H -0.4778 1.6871 0.2569 -0.142 -0.113 0.055
H -1.8011 0.8812 1.1292 0.061 -0.074 -0.096
H -1.8872 1.0731 -0.6385 0.064 -0.037 0.138
H -1.1702 -1.2699 -0.1781 0.148 0.109 -0.053
H 0.2997 -1.2757 1.9404 -0.013 0.266 -0.060
H 2.2408 0.1983 -1.5233 0.000 -0.180 0.054
```
Positions in Å, forces in eV/Å.

Calculated values
HOMO-LUMO gap (eV): 7.5470
M (g mol⁻¹): 82.10
SMILES: C[C@@H]1C=C=CO1

Löwdin population analysis, charges in e, atoms 1 to 8: C -0.02; C -0.34; O -0.02; C -0.08; C -0.06; C -0.12; H 0.10; H 0.09

No. 5
ORCA calculation (ωB97M-V with the def2-TZVPD basis set) on a single C21H28N2O4 molecule.

```
55
Properties=species:S:1:pos:R:3:forces:R:3
C -6.8261 -1.1518 -0.0863 -0.014 0.163 0.195
C -6.2913 -0.3073 1.0643 0.169 -0.155 -0.061
C -4.8017 0.0068 0.9366 -0.271 0.174 0.026
H -4.4552 0.4786 1.8586 0.080 -0.053 0.002
H -4.2410 -0.9209 0.8038 0.070 -0.026 0.045
C -4.4928 0.9464 -0.2387 0.056 -0.021 0.366
C -3.0405 1.2345 -0.2819 0.150 -0.374 -0.633
N -2.1693 0.6207 -1.0085 -0.603 -0.101 -0.242
C -0.9563 1.1739 -0.6633 0.113 0.817 0.762
C 0.3346 0.8936 -1.0801 -0.103 0.198 0.131
C 1.3607 1.6093 -0.4851 -0.080 0.195 -0.203
C 1.1062 2.6049 0.4630 0.102 -0.104 -0.090
C -0.1776 2.8974 0.8841 -0.401 0.035 0.123
C -1.1961 2.1573 0.3163 0.920 -0.624 -0.740
O -2.5346 2.1851 0.5426 -0.313 0.258 0.325
H -0.3759 3.6549 1.6248 0.014 0.099 0.092
H 1.9403 3.1488 0.8800 0.073 0.071 0.046
C 2.7687 1.3164 -0.9183 -0.131 0.081 0.065
O 3.3318 1.9768 -1.7702 -0.005 0.250 -0.205
N 3.3437 0.2457 -0.3188 0.238 -0.087 0.021
C 2.7157 -0.5193 0.7387 -0.339 -0.114 0.461
H 1.9010 0.0831 1.1555 0.236 -0.187 -0.089
C 3.7178 -0.7706 1.8735 -0.047 -0.097 -0.161
C 5.0281 -1.3613 1.3658 0.056 0.298 0.145
C 5.6206 -0.4160 0.3269 -0.174 -0.280 -0.101
C 4.6218 -0.2340 -0.8091 0.404 0.258 -0.145
H 4.9770 0.5007 -1.5344 -0.070 -0.194 0.046
H 4.4781 -1.1929 -1.3228 0.009 0.012 -0.025
H 6.5536 -0.8141 -0.0737 0.043 0.042 -0.022
H 5.8305 0.5509 0.7873 0.046 0.066 -0.007
H 5.7202 -1.4960 2.1985 -0.007 -0.101 0.000
H 4.8530 -2.3393 0.9125 0.030 -0.114 -0.008
H 3.2518 -1.4231 2.6126 -0.059 0.018 0.042
H 3.9300 0.1847 2.3586 -0.022 0.031 0.056
C 2.0806 -1.8174 0.1948 -0.150 0.229 0.077
C 0.5725 -1.8006 0.3653 0.336 0.061 0.249
O -0.0065 -1.2597 1.2730 -0.071 -0.037 0.060
O -0.0232 -2.4810 -0.6056 0.065 -0.293 -0.414
C -1.4561 -2.5534 -0.5715 -0.571 0.006 0.133
C -1.9035 -3.6283 -1.5436 0.353 0.258 0.234
H -2.9878 -3.6894 -1.5430 -0.126 -0.015 -0.014
H -1.4925 -4.5941 -1.2603 -0.008 -0.119 -0.005
H -1.5641 -3.3855 -2.5464 -0.017 -0.018 -0.149
H -1.8578 -1.5723 -0.8518 0.101 -0.277 0.128
H -1.7676 -2.7810 0.4540 0.028 0.051 -0.148
H 2.4535 -2.6864 0.7403 -0.036 -0.094 -0.040
H 2.3039 -1.9620 -0.8617 0.062 -0.060 0.040
H 0.5276 0.1449 -1.8315 0.036 -0.147 -0.114
H -5.0419 1.8811 -0.1125 -0.066 0.000 -0.070
H -4.7731 0.4787 -1.1810 0.048 0.109 -0.024
H -6.8550 0.6261 1.1244 -0.031 0.035 0.098
H -6.4473 -0.8480 2.0004 -0.050 0.074 0.033
H -6.7797 -0.6099 -1.0270 -0.024 -0.004 -0.158
H -7.8637 -1.4213 0.0964 -0.089 -0.061 -0.075
H -6.2468 -2.0671 -0.1864 0.043 -0.131 -0.058
```
Positions in Å, forces in eV/Å.

Calculated values
HOMO-LUMO gap (eV): 9.5283
M (g mol⁻¹): 372.46
SMILES: CCCCc1nc2cc(C(=O)N3CCCC[C@@H]3CC(=O)OCC)ccc2o1

Löwdin population analysis, charges in e, atoms 1 to 8: C -0.11; C -0.26; C -0.20; H 0.12; H 0.11; C -0.10; C -0.32; N 0.19

- Look up the M of the fifth one.
  372.46 g mol⁻¹

- Look up the M of the third one.
  296.31 g mol⁻¹